No. 1
Molecular formula: C29H104N34O29
Method: DFT, wB97M-V/def2-TZVPD

```
! wB97M-V def2-TZVPD RIJCOSX def2/J DEFGRID3
* xyz 0 1
C 1.3447 -3.2689 1.7667
O 1.8330 -2.1654 1.5120
N 0.8356 -4.0763 0.7744
N 1.2753 -3.8339 2.9354
H 0.3918 -4.9822 0.8236
H 1.2458 -3.7586 -0.0921
H 1.9637 -3.4832 3.5859
H 1.0247 -4.8101 3.0005
C -2.5842 4.2291 -2.4891
O -1.4728 4.5295 -2.6656
N -3.5213 5.0611 -2.8823
N -3.0744 3.1760 -1.9301
H -3.2918 5.7640 -3.5703
H -4.4530 5.0386 -2.4930
H -2.4789 2.5497 -1.4072
H -4.0747 3.0406 -1.9642
C 0.3913 -2.9799 -5.8227
O 1.4695 -2.7433 -6.1755
N -0.4587 -3.5468 -6.5117
N -0.0599 -2.9209 -4.5836
H -1.3944 -3.1674 -6.4899
H -0.1583 -3.8618 -7.4231
H -0.9959 -3.2438 -4.3840
H 0.3916 -2.6393 -3.7252
C -0.0858 7.7909 -2.2066
O 0.2632 9.0064 -2.2373
N 0.0966 6.9158 -1.2371
N -0.6197 7.2407 -3.2499
H -0.3109 6.0304 -1.5019
H 0.5085 7.1116 -0.3359
H -1.0229 6.3238 -3.1204
H -0.5524 7.7298 -4.1310
C 2.6825 -2.4064 -2.0789
O 2.2290 -3.5264 -1.8970
N 2.9732 -1.5622 -1.0673
N 2.8302 -1.7972 -3.2318
H 3.2482 -0.6299 -1.3416
H 2.8234 -2.0196 -0.1793
H 3.1843 -0.8544 -3.3090
H 2.5135 -2.3289 -4.0300
C 0.4359 2.0253 -4.8861
O -0.2342 1.1082 -4.3722
N 1.2288 1.8480 -5.8886
N 0.4615 3.3060 -4.4461
H 1.3522 0.9709 -6.3739
H 1.8549 2.6297 -6.0191
H 1.0819 3.8277 -5.0485
H 0.0069 3.7191 -3.6444
C 4.0917 1.3654 -3.0200
O 4.0872 0.6089 -2.0860
N 3.9588 2.6361 -2.9571
N 4.3068 0.9026 -4.1860
H 3.9987 3.2243 -3.7772
H 3.7035 3.0338 -2.0644
H 4.6595 -0.0409 -4.2596
H 4.0468 1.3989 -5.0264
C 5.5035 -2.6344 1.7131
O 5.2062 -3.6092 1.0812
N 6.7481 -2.2960 1.8868
N 4.6609 -1.7522 2.1147
H 7.4260 -2.9630 1.5466
H 7.0003 -1.5153 2.4760
H 5.1144 -0.8633 2.2711
H 3.7195 -1.8701 1.7685
C 0.9947 1.6126 3.8758
O 2.1572 1.1923 3.8771
N 0.5422 2.6927 3.4069
N 0.0006 0.9860 4.4204
H 1.1292 3.4208 3.0255
H -0.4324 2.9386 3.5051
H -0.7968 1.5434 4.6919
H 0.1371 0.1200 4.9218
C 7.8737 -0.4666 -1.4790
O 8.8794 -1.1548 -1.4279
N 6.7152 -0.9492 -1.1517
N 7.8750 0.8309 -1.8371
H 6.8401 -1.9176 -0.8934
H 5.8299 -0.4779 -1.0326
H 7.0295 1.3832 -1.8235
H 8.7189 1.3321 -2.0753
C -0.1427 0.5770 -0.8433
O -1.1008 1.3203 -0.7603
N 0.7553 0.5914 -1.7535
N 0.0738 -0.3351 0.0640
H 0.5772 1.3030 -2.4477
H 1.5062 -0.0839 -1.7732
H -0.6431 -0.7169 0.6643
H 0.9359 -0.8585 0.1192
C -2.1136 5.4438 1.6021
O -1.2816 4.5694 1.7098
N -1.8161 6.6849 1.8219
N -3.3467 5.2917 1.1135
H -2.5956 7.3119 1.6834
H -0.8791 7.0356 1.9605
H -3.6131 6.1071 0.5803
H -3.5763 4.4043 0.6894
C -3.3252 -2.4005 0.2718
O -3.3745 -3.5308 -0.3562
N -3.4355 -2.2795 1.4939
N -3.0123 -1.3052 -0.4282
H -2.9495 -1.5079 1.9280
H -3.6520 -3.0790 2.0720
H -3.0863 -0.4249 0.0615
H -2.6818 -1.3150 -1.3825
C -1.1520 -6.4601 2.4519
O -0.0914 -6.4381 1.9169
N -1.5452 -7.3836 3.2673
N -2.0706 -5.5583 2.2884
H -2.5188 -7.3251 3.5299
H -0.9473 -8.1108 3.6329
H -2.9447 -5.5920 2.7931
H -1.8056 -4.7823 1.6987
C -1.0137 -4.6398 5.8946
O -1.8771 -4.9079 6.6999
N -0.9623 -3.5355 5.2268
N 0.0612 -5.3201 5.7962
H -0.0588 -3.3105 4.8354
H -1.6457 -2.8296 5.4610
H 0.7786 -4.7702 5.3456
H 0.2370 -5.9452 6.5698
C 2.1859 -1.7176 5.8981
O 1.2539 -1.0189 6.2851
N 2.6253 -2.7287 6.6663
N 2.7519 -1.6257 4.7165
H 3.3759 -3.3114 6.3242
H 2.2137 -2.9746 7.5553
H 2.4243 -0.9079 4.0860
H 3.4878 -2.2554 4.4300
C 1.7788 4.2335 -0.0458
O 2.7297 3.8109 -0.7261
N 1.8982 4.9012 1.0584
N 0.5539 4.0742 -0.4045
H 2.8363 5.0630 1.3958
H 1.1207 5.3694 1.5014
H -0.0305 4.5000 0.3007
H 0.2763 3.4768 -1.1700
C -3.8169 -1.1840 5.7638
C -4.7338 -0.0302 6.3136
O -5.5230 -0.4861 7.3727
O -2.6829 -1.4838 6.5236
H -3.4699 -0.9994 4.7472
H -4.2683 -2.1621 5.5979
H -5.3573 0.4151 5.5383
H -4.2243 0.8685 6.6612
H -5.0003 -0.8081 8.1107
H -2.9483 -1.8960 7.3489
C -5.4437 -0.1746 -2.7520
C -6.1049 0.4404 -4.0217
O -5.5673 1.7933 -4.1582
O -5.9701 0.3118 -1.5484
H -4.3817 0.0629 -2.6887
H -5.5041 -1.2628 -2.7326
H -7.1702 0.6408 -3.9072
H -5.9612 -0.1698 -4.9133
H -4.6103 1.7174 -4.1608
H -5.8315 1.2604 -1.4987
C -2.5901 1.3331 2.1648
C -3.3211 1.8669 3.3398
O -2.5665 2.2085 4.4878
O -2.2219 -0.0699 2.4502
H -1.7101 1.9360 1.9408
H -3.3012 1.3012 1.3393
H -4.1266 1.1515 3.5056
H -3.6339 2.8324 2.9421
H -3.0929 2.8303 4.9956
H -1.4369 -0.0295 3.0013
C -2.8879 1.2825 -6.1846
C -2.4686 -0.1639 -6.3918
O -1.0479 -0.1902 -6.5157
O -2.9331 1.6669 -4.8329
H -3.8446 1.5003 -6.6595
H -2.1521 1.9967 -6.5544
H -2.7756 -0.6627 -7.3110
H -2.8165 -0.7656 -5.5521
H -0.7369 0.1505 -5.6738
H -2.0742 1.5239 -4.4286
C 6.2356 2.4599 1.0693
C 4.8965 2.2275 1.7215
O 4.8967 1.2319 2.6867
O 7.0705 3.4106 1.6574
H 6.1153 2.8537 0.0601
H 6.8297 1.5638 0.8899
H 4.2390 1.8545 0.9362
H 4.4852 3.1558 2.1179
H 4.1006 1.2408 3.2231
H 7.9978 3.2536 1.4650
C -3.6601 -6.1467 -2.2372
C -2.3369 -5.6040 -2.7816
O -1.6795 -4.7934 -1.8313
O -4.6925 -5.2784 -1.8149
H -3.4622 -6.8261 -1.4081
H -4.0753 -6.8993 -2.9076
H -2.5414 -4.9410 -3.6222
H -1.5648 -6.2869 -3.1362
H -2.2697 -4.2231 -1.3333
H -4.2468 -4.6664 -1.2247
*
```

The value obtained for the LUMO energy is -0.677 eV. The calculation puts the maximum force at 11.2 eV Å⁻¹. The HOMO energy is -8.8 eV. For the energy, the calculation gives -5211.4490 Ha. The molar mass is 1393.4 g/mol. The frontier orbital gap is 8.11 eV.

Here are the Mulliken charges for atoms 1 to 2, given in e: number 1, C, carries -0.640; number 2, O, carries -0.790


No. 2
Molecular formula: C16H24N2O6S
Method: DFT, wB97M-V/def2-TZVPD

```
! wB97M-V def2-TZVPD RIJCOSX def2/J DEFGRID3
* xyz 0 1
C -1.6111 -2.7698 -4.5608
H -0.8830 -2.0881 -4.9214
O -2.4827 -2.1219 -3.7446
C -1.8971 -1.7269 -2.4110
C -0.6582 -1.8107 -1.9781
C -0.0208 -1.6042 -0.6893
C -0.8352 -1.0629 0.2856
C -2.2065 -0.6248 -0.2941
C -2.6596 -1.0029 -1.5152
O -4.0253 -0.9040 -1.8865
C -4.7010 -0.2738 -1.1801
H -4.9126 -0.6842 -0.1993
H -4.6326 0.9047 -0.7096
H -5.7563 -0.2203 -1.6652
H -2.8503 -0.1224 0.4621
S -0.2443 -0.6132 1.8121
O 1.0009 -0.3009 1.8260
O -0.7644 -1.5881 2.7097
N -1.1677 0.8937 1.9012
C -1.9317 0.8005 3.2177
H -1.4814 1.3255 4.0994
H -2.6690 1.4559 3.0370
H -2.2837 -0.1882 3.2691
C -0.1755 1.9327 1.9704
H 0.4722 2.3297 2.5002
H -0.9993 2.9294 1.8748
C 0.3107 2.0728 0.7118
O -0.0825 1.5740 -0.5918
N 1.7034 2.5457 0.6694
H 2.0762 2.7216 1.4790
C 2.5186 2.6748 -0.7174
C 3.7139 1.9100 -0.4336
C 3.4208 0.2403 -0.5439
H 3.5220 -0.0512 -1.4050
C 4.3541 -0.2931 0.6053
H 4.0839 -1.3642 0.7591
C 4.2696 0.9212 1.5068
H 5.2760 0.5628 2.3320
H 3.4596 0.6531 2.1747
O 4.4808 1.9360 0.8497
H 5.2982 -0.5925 0.2281
H 2.5968 -0.0683 -0.1059
H 4.5431 2.0985 -1.0799
H 1.8741 2.3465 -1.3126
H 2.8917 3.7908 -0.7919
H 0.8263 -1.8198 -0.5394
H 0.0465 -2.5032 -2.6721
H -2.4166 -2.8795 -5.3498
H -1.2035 -3.5821 -4.3615
*
```

The value obtained for the LUMO energy is 0.344 eV. The calculation puts the maximum force at 19.5 eV Å⁻¹. The HOMO energy is -8.9 eV. For the energy, the calculation gives -1582.5102 Ha. The molar mass is 372.4 g/mol. The frontier orbital gap is 9.25 eV.

Here are the Mulliken charges for atoms 1 to 2, given in e: number 1, C, carries -1.193; number 2, H, carries 0.444


Among the records above, which one has the lowest maximum force? C29H104N34O29